[1]
ORCA calculation (ωB97M-V/def2-TZVPD) on the molecule C3H4ClFS.

Geometry (Å):
F  1.33  1.67  1.78
C  0.45  1.20  0.95
C  0.41  -0.03  0.45
Cl  1.71  -1.14  0.62
C  -0.77  -0.39  -0.35
S  -0.53  -0.88  -2.06
H  -0.45  1.77  0.84
H  -1.44  -1.07  0.14
H  -1.27  0.59  -0.42
H  0.56  -1.72  -1.96

Properties
Energy: -29249.89945 eV
Orbital gap: 10.127 eV
Energy above the lowest of the compared OMol25 structures with the same formula, charge and spin: 16.1 kcal/mol
Net charge: 0
Multiplicity: 1
Lowest unoccupied orbital energy: 0.721 eV
SMILES: F/C=C(\Cl)CS



[2]
ORCA calculation (ωB97M-V/def2-TZVPD) on the ion C29H52F5N4O3S2 with charge +1.

Geometry (Å):
C  -8.11  -5.54  2.67
C  -6.93  -6.47  2.98
C  -5.63  -5.72  3.29
C  -4.37  -6.49  2.85
C  -3.12  -6.25  3.72
C  -1.99  -5.46  3.04
C  -1.95  -3.97  3.43
C  -0.54  -3.38  3.38
C  0.01  -3.24  1.94
C  0.67  -1.88  1.64
C  2.00  -2.07  0.91
N  2.43  -0.86  0.17
C  1.97  -0.69  -1.22
C  0.54  -0.17  -1.35
C  0.40  0.53  -2.70
S  -1.33  0.86  -3.04
C  -1.28  1.63  -4.61
S  0.05  1.76  -5.55
N  -2.56  2.11  -4.89
C  -2.81  3.43  -4.26
C  -3.72  4.27  -5.13
O  -4.80  3.51  -5.62
C  -4.38  2.48  -6.50
C  -2.91  2.09  -6.32
C  3.60  -0.26  0.55
N  3.55  0.91  1.17
C  2.82  2.07  0.57
C  3.50  3.39  0.93
C  2.85  4.11  2.11
C  3.36  5.53  2.31
C  2.84  6.50  1.26
O  3.73  7.61  1.18
C  3.42  8.49  0.17
C  3.99  8.13  -1.18
O  2.79  9.46  0.38
N  4.81  -0.79  0.33
C  5.11  -2.09  -0.25
F  4.44  -2.24  -1.38
F  4.78  -3.08  0.59
C  6.64  -2.17  -0.53
F  7.29  -2.35  0.62
F  6.87  -3.18  -1.35
F  7.05  -1.02  -1.09
H  -8.00  -4.59  3.20
H  -9.06  -5.97  2.99
H  -8.17  -5.32  1.60
H  -6.76  -7.12  2.11
H  -7.18  -7.12  3.82
H  -5.55  -5.54  4.36
H  -5.65  -4.76  2.77
H  -4.61  -7.56  2.86
H  -4.14  -6.24  1.81
H  -2.71  -7.23  4.00
H  -3.41  -5.76  4.65
H  -1.03  -5.91  3.30
H  -2.12  -5.54  1.96
H  -2.57  -3.40  2.72
H  -2.37  -3.84  4.43
H  0.12  -4.04  3.95
H  -0.53  -2.41  3.88
H  0.74  -4.03  1.76
H  -0.81  -3.41  1.24
H  0.89  -1.40  2.59
H  0.02  -1.23  1.06
H  1.94  -2.90  0.20
H  2.76  -2.30  1.66
H  2.65  0.02  -1.72
H  2.08  -1.63  -1.76
H  0.29  0.50  -0.52
H  -0.15  -1.02  -1.34
H  0.79  -0.11  -3.49
H  0.98  1.46  -2.74
H  -1.87  3.97  -4.10
H  -3.26  3.27  -3.28
H  -4.14  5.07  -4.52
H  -3.16  4.75  -5.95
H  -5.04  1.63  -6.33
H  -4.51  2.81  -7.53
H  -2.76  1.08  -6.69
H  -2.27  2.76  -6.90
H  4.45  1.19  1.55
H  1.80  2.08  0.96
H  2.75  1.94  -0.51
H  4.56  3.22  1.14
H  3.46  4.04  0.05
H  3.01  3.53  3.03
H  1.77  4.14  1.94
H  4.46  5.56  2.31
H  3.02  5.89  3.28
H  2.74  6.02  0.27
H  1.84  6.85  1.55
H  3.18  7.73  -1.80
H  4.79  7.41  -1.10
H  4.35  9.04  -1.65
H  5.62  -0.27  0.64

Properties
Energy: -78269.94956 eV
Orbital gap: 6.907 eV
Net charge: +1
Multiplicity: 1
Lowest unoccupied orbital energy: -3.896 eV



[3]
ORCA calculation (ωB97M-V/def2-TZVPD) on a structure of composition C20H18NO4PTl.

Geometry (Å):
Tl  2.70  1.72  1.51
O  -0.84  -0.82  3.43
C  -0.08  0.12  2.90
O  1.07  0.31  3.22
C  -0.80  0.94  1.87
C  -2.16  0.81  1.64
C  -2.75  1.67  0.73
C  -1.96  2.62  0.09
C  -0.60  2.65  0.37
N  -0.04  1.83  1.25
C  0.37  3.63  -0.25
O  -0.08  4.47  -1.17
O  1.52  3.69  0.11
H  -0.31  -1.35  4.05
H  -2.74  0.07  2.17
H  -3.81  1.62  0.53
H  -2.42  3.30  -0.61
H  -0.97  4.25  -1.47
C  2.45  -1.83  -1.94
P  1.81  -0.67  -0.66
C  1.10  -1.89  0.51
C  1.84  -2.07  1.67
C  1.50  -3.04  2.60
C  0.40  -3.85  2.38
C  -0.34  -3.70  1.21
C  0.01  -2.74  0.28
C  0.47  0.15  -1.62
C  0.93  1.24  -2.36
C  0.08  1.94  -3.21
C  -1.25  1.56  -3.32
C  -1.72  0.49  -2.57
C  -0.87  -0.21  -1.73
H  1.67  -2.48  -2.32
H  3.24  -2.43  -1.48
H  2.87  -1.25  -2.76
H  2.71  -1.45  1.86
H  2.10  -3.17  3.50
H  0.13  -4.62  3.10
H  -1.18  -4.35  1.01
H  -0.54  -2.70  -0.65
H  1.97  1.55  -2.27
H  0.47  2.76  -3.79
H  -1.91  2.08  -4.00
H  -2.76  0.19  -2.65
H  -1.27  -1.03  -1.16

Properties
Energy: -44690.84135 eV
Orbital gap: 7.997 eV
Net charge: +1
Multiplicity: 1
Lowest unoccupied orbital energy: -3.602 eV